{
  "formula": "C2H13NO3",
  "method": "the ωB97M-V functional and the def2-TZVPD basis",
  "relative_energy_ev": 1.4122,
  "energy_ev": -9916.799,
  "gap_ev": 9.773,
  "e_homo_ev": -9.40,
  "elements": ["C", "N", "C", "H", "H", "H", "H", "H", "H", "H", "H", "H", "O", "H", "H", "O", "H", "H", "O"],
  "positions_angstrom": [[-0.051, -2.530, -0.230], [-0.027, -1.254, 0.422], [1.132, -0.975, 1.253], [0.862, -2.555, -0.854], [-0.001, -3.362, 0.461], [-0.818, -2.705, -1.001], [-0.842, -1.022, 0.972], [1.104, -1.695, 2.103], [0.934, -0.031, 1.779], [2.099, -0.973, 0.726], [-1.471, 0.455, -0.033], [-2.677, 1.456, -0.453], [-1.753, 1.252, -0.532], [0.095, 3.002, 1.455], [0.676, 1.822, 0.868], [0.861, 2.430, 1.594], [-0.549, 0.937, -1.831], [0.542, -0.074, -2.105], [0.107, 0.678, -2.511]]
}



{
  "formula": "C6H16NS",
  "method": "the ωB97M-V functional and the def2-TZVPD basis",
  "relative_energy_ev": 0.3264,
  "energy_ev": -18803.575,
  "gap_ev": [1.881, 6.238],
  "e_homo_ev": [4.37, -0.05],
  "spin_multiplicity": 2,
  "total_charge": -2,
  "s_squared": 0.750,
  "elements": ["C", "C", "S", "N", "H", "H", "H", "H", "H", "H", "C", "C", "C", "C", "H", "H", "H", "H", "H", "H", "H", "H", "H", "H"],
  "positions_angstrom": [[3.173, 1.580, -0.947], [2.821, 0.284, -0.207], [1.075, -0.166, -0.463], [2.412, 2.754, -0.512], [2.927, 1.406, -1.998], [4.250, 1.807, -0.906], [3.048, 0.408, 0.860], [3.499, -0.492, -0.586], [2.619, 2.947, 0.462], [1.440, 2.439, -0.541], [-2.022, -1.922, -1.304], [-1.669, 0.091, 1.962], [-1.882, -1.131, 1.093], [-2.286, -0.770, -0.345], [-0.946, -2.092, -1.374], [-2.403, -1.722, -2.311], [-2.508, -2.845, -0.963], [-1.369, -0.169, 2.984], [-2.597, 0.671, 2.091], [-0.914, 0.758, 1.543], [-2.640, -1.826, 1.478], [-0.939, -1.673, 1.011], [-3.342, -0.456, -0.341], [-1.747, 0.117, -0.686]]
}



{
  "formula": "C18H40BrN2",
  "method": "the ωB97M-V functional and the def2-TZVPD basis",
  "relative_energy_ev": 1.0352,
  "energy_ev": -92320.072,
  "gap_ev": [11.486, 6.800],
  "e_homo_ev": [-15.56, -15.56],
  "spin_multiplicity": 2,
  "total_charge": 2,
  "s_squared": 0.752,
  "elements": ["C", "C", "C", "C", "N", "C", "C", "C", "C", "C", "H", "H", "H", "H", "H", "H", "H", "H", "H", "H", "H", "H", "H", "H", "H", "H", "H", "H", "H", "H", "C", "C", "C", "C", "N", "C", "C", "C", "C", "C", "H", "H", "H", "H", "H", "H", "H", "H", "H", "H", "H", "H", "H", "H", "H", "H", "H", "H", "H", "H", "Br"],
  "positions_angstrom": [[9.223, -0.075, -3.042], [8.265, -0.370, -1.884], [7.329, 0.768, -1.414], [6.489, 0.164, -0.280], [5.502, 1.153, 0.440], [4.772, 2.053, -0.570], [3.683, 1.147, -1.149], [3.214, 0.103, -0.095], [4.274, 0.239, 0.962], [6.166, 2.065, 1.466], [8.596, 0.284, -3.858], [9.745, -0.981, -3.352], [9.930, 0.754, -3.005], [8.910, -0.725, -1.080], [7.720, -1.258, -2.203], [6.789, 1.173, -2.270], [7.929, 1.583, -1.007], [7.072, -0.237, 0.549], [5.831, -0.636, -0.622], [4.417, 2.942, -0.051], [5.353, 2.634, -1.287], [2.814, 1.753, -1.404], [4.026, 0.574, -2.011], [2.254, 0.347, 0.359], [3.208, -0.893, -0.538], [3.816, 0.589, 1.888], [4.579, -0.729, 1.359], [6.739, 1.431, 2.143], [5.327, 2.513, 1.999], [6.819, 2.655, 0.824], [-9.737, -0.687, 1.486], [-8.403, -0.224, 1.166], [-7.918, -0.567, -0.282], [-6.479, 0.110, -0.540], [-5.323, -0.733, 0.111], [-5.137, -0.567, 1.665], [-3.675, -1.061, 1.849], [-2.827, -0.623, 0.543], [-3.951, -0.157, -0.344], [-5.490, -2.212, -0.307], [-9.849, -1.713, 1.138], [-10.473, 0.017, 1.099], [-10.007, -0.740, 2.540], [-7.743, -0.663, 1.914], [-8.453, 0.817, 1.486], [-8.590, -0.131, -1.021], [-7.928, -1.644, -0.454], [-6.424, 1.101, -0.087], [-6.123, 0.142, -1.569], [-5.774, -1.299, 2.163], [-5.253, 0.466, 1.991], [-3.771, -2.139, 1.981], [-3.122, -0.604, 2.669], [-2.098, -1.384, 0.265], [-2.213, 0.226, 0.844], [-3.653, -0.499, -1.335], [-4.058, 0.912, -0.527], [-4.510, -2.681, -0.389], [-5.674, -2.003, -1.360], [-6.277, -2.835, 0.117], [0.143, 0.356, 2.320]]
}



{
  "formula": "C20H21F3IO4S2",
  "method": "the ωB97M-V functional and the def2-TZVPD basis",
  "relative_energy_ev": 0.3922,
  "energy_ev": -67193.635,
  "gap_ev": 5.387,
  "e_homo_ev": -3.36,
  "total_charge": -1,
  "elements": ["C", "C", "C", "C", "C", "I", "C", "C", "C", "C", "O", "S", "C", "F", "F", "F", "H", "H", "H", "H", "H", "H", "H", "H", "H", "H", "C", "C", "O", "C", "C", "S", "C", "C", "C", "C", "C", "C", "O", "O", "H", "H", "H", "H", "H", "H", "H", "H", "H", "H", "H"],
  "positions_angstrom": [[-4.451, -1.655, 1.039], [-3.606, -0.407, 1.265], [-3.628, -0.030, 2.723], [-2.196, -0.462, 0.722], [-1.502, 0.740, 0.508], [-2.127, 2.668, 1.146], [-0.319, 0.743, -0.226], [0.261, -0.453, -0.631], [-0.391, -1.661, -0.370], [-1.634, -1.658, 0.270], [-4.131, 0.593, 0.351], [-5.366, 1.584, 0.785], [-6.668, 1.015, -0.343], [-7.868, 1.195, 0.283], [-6.640, 1.722, -1.499], [-6.532, -0.298, -0.652], [-4.024, -2.529, 1.545], [-5.450, -1.472, 1.446], [-4.555, -1.862, -0.030], [-3.077, -0.801, 3.267], [-3.137, 0.931, 2.913], [-4.652, 0.005, 3.103], [0.149, 1.687, -0.480], [1.217, -0.430, -1.170], [0.055, -2.609, -0.673], [-2.200, -2.579, 0.410], [2.947, -3.963, -2.847], [3.902, -2.891, -2.384], [3.119, -1.660, -2.374], [3.785, -0.641, -1.780], [3.091, 0.644, -1.945], [4.158, 1.891, -1.572], [3.677, 2.327, 0.134], [4.263, 1.723, 1.244], [3.692, 1.962, 2.492], [2.543, 2.750, 2.579], [1.953, 3.323, 1.454], [2.557, 3.138, 0.214], [3.908, 3.041, -2.472], [4.837, -0.774, -1.159], [3.470, -4.908, -3.024], [2.180, -4.121, -2.081], [2.439, -3.659, -3.769], [4.279, -3.096, -1.371], [4.747, -2.791, -3.085], [2.409, 0.795, -2.779], [5.123, 1.067, 1.097], [4.141, 1.508, 3.377], [2.085, 2.918, 3.547], [1.026, 3.887, 1.498], [2.140, 3.553, -0.698]]
}